No. 1
A cluster of 2 separate species, C4H14N2O in total in a non-equilibrium geometry, computed with ωB97M-V with the def2-TZVPD basis set.

Each line ends with the Mulliken charge.
Positions of all 21 atoms, in Å:
N 3.33044 1.18235 0.21751  -0.635
N -1.21947 -0.69836 0.60262  -0.298
C -2.57208 -0.22154 0.69591  -1.055
C 2.01233 1.12413 -0.22562  -0.608
C -0.35573 0.39138 0.22622  -0.594
C 1.13799 0.02968 0.49469  -0.501
H 3.68599 2.00721 -0.27834  0.257
H 3.31394 1.43348 1.21216  0.242
H -0.98115 -0.95817 1.56827  0.262
H -3.06984 -1.13661 1.05852  0.364
H -3.04824 0.08667 -0.25008  0.311
H -2.71984 0.57818 1.44105  0.401
H 2.08007 0.84720 -1.29528  0.283
H 1.59161 2.14648 -0.16863  0.375
H -0.57141 0.58840 -0.84154  0.328
H -0.66171 1.28595 0.80203  0.283
H 1.34973 0.07613 1.58026  0.389
H 1.53931 -0.92931 0.11425  0.232
O -1.49347 -2.99028 -2.26680  -0.674
H -1.56642 -2.28473 -1.58480  0.331
H -1.78209 -2.55827 -3.10246  0.308

Its SMILES is CNCCCN.O. Its HOMO energy is -9.3 eV. The energy relative to the best compared isomer or geometry (same formula, charge and spin) comes out at 41.3 kcal per mole.

---

No. 2
A cluster of 2 separate species, C4H14N2O in total in a non-equilibrium geometry, computed with ωB97M-V with the def2-TZVPD basis set.

Each line ends with the Mulliken charge.
Positions of all 21 atoms, in Å:
N -0.68765 0.64101 2.29287  -0.603
C 0.49668 0.79956 1.45052  -0.578
C 0.67416 -0.40911 0.58614  -0.806
N -0.48966 -0.65655 -0.26964  0.058
C -1.27072 -1.76901 0.23890  -1.334
C -0.17750 -0.80088 -1.67734  -1.012
H -0.67315 1.36033 3.00014  0.228
H -1.50286 0.80515 1.72656  0.233
H 1.37539 0.91073 2.07285  0.416
H 0.39650 1.68047 0.80365  0.253
H 0.90555 -1.27583 1.20626  0.427
H 1.56201 -0.33181 -0.04104  0.516
H -2.15615 -1.91718 -0.38170  0.377
H -0.72430 -2.69842 0.10856  0.442
H -1.52544 -1.68811 1.29153  0.404
H -0.94917 -0.27961 -2.24465  0.267
H -0.20108 -1.82457 -2.07171  0.301
H 0.74635 -0.28612 -1.91024  0.414
H 1.03297 3.02141 -2.59617  0.320
H 1.38282 2.02688 -1.50785  0.340
O 1.78524 2.69166 -2.07764  -0.662

Its SMILES is CN(C)CCN.O. Its HOMO energy is -8.5 eV. The energy relative to the best compared isomer or geometry (same formula, charge and spin) comes out at 37.8 kcal per mole.

---

No. 3
A cluster of 2 separate species, C4H14N2O in total in a non-equilibrium geometry, computed with ωB97M-V with the def2-TZVPD basis set.

Each line ends with the Mulliken charge.
Positions of all 21 atoms, in Å:
C 2.18510 0.92310 0.74748  -1.479
C 0.99994 0.29828 0.03114  0.018
C 0.54176 -0.92530 0.76782  -0.718
C -0.61091 -1.69808 0.10267  -0.498
N -0.50023 -1.79380 -1.34053  -0.687
N -0.08801 1.25395 -0.16840  -0.428
H 2.95355 0.18576 1.01653  0.359
H 1.76821 1.40260 1.63633  0.324
H 2.78512 1.69216 0.22980  0.351
H 1.34308 -0.00282 -0.96191  0.367
H 1.36279 -1.64424 0.85032  0.355
H 0.22852 -0.78402 1.80752  0.346
H -1.60114 -1.34678 0.40954  0.293
H -0.52983 -2.71256 0.48780  0.387
H -1.37180 -2.18047 -1.66570  0.254
H -0.44623 -0.84033 -1.71364  0.273
H -0.58242 1.65767 0.67645  0.280
H 0.13907 1.91700 -0.89093  0.201
H -3.33761 1.78368 -0.13421  0.304
H -2.17724 1.22712 -0.85321  0.376
O -3.06172 1.58707 -1.03488  -0.680

Its SMILES is C[C@H](N)CCN.O. Its HOMO energy is -9.2 eV. The energy relative to the best compared isomer or geometry (same formula, charge and spin) comes out at 23.8 kcal per mole.

---

No. 4
A cluster of 2 separate species, C4H14N2O in total in a non-equilibrium geometry, computed with ωB97M-V with the def2-TZVPD basis set.

Each line ends with the Mulliken charge.
Positions of all 21 atoms, in Å:
C -1.65177 -0.21301 1.23163  -0.574
C -1.46211 0.41194 -0.10221  -0.734
C -0.04316 0.32046 -0.67522  -0.611
C 1.64527 -0.64953 -2.13028  -0.855
N 0.33722 -0.91431 -1.37175  -0.413
N -1.24302 0.57310 2.42330  -0.588
H -1.15290 -1.20765 1.40209  0.322
H -2.75627 -0.50945 1.28964  0.225
H -2.21693 0.07849 -0.87146  0.414
H -1.72063 1.45256 0.02844  0.331
H 0.57178 0.71337 0.23259  0.353
H -0.12395 1.21316 -1.33811  0.294
H 1.74183 0.35520 -2.65770  0.290
H 2.62898 -1.04571 -1.64872  0.254
H 1.65618 -1.29398 -2.96835  0.382
H -0.27097 -0.79387 -2.20535  0.357
H -0.21614 0.45024 2.52817  0.270
H -1.34247 1.56641 2.25546  0.266
H 2.03877 0.47369 2.04403  0.328
H 1.50398 -0.60128 0.89933  0.365
O 2.07631 -0.37982 1.63447  -0.677

Its SMILES is CNCCCN.O. Its HOMO energy is -9.5 eV. The energy relative to the best compared isomer or geometry (same formula, charge and spin) comes out at 64.6 kcal per mole.

---

No. 5
A cluster of 2 separate species, C4H14N2O in total in a non-equilibrium geometry, computed with ωB97M-V with the def2-TZVPD basis set.

Each line ends with the Mulliken charge.
Positions of all 21 atoms, in Å:
N 1.01006 1.28719 2.19849  -0.552
C -0.24482 0.62967 1.57272  -0.913
C -0.19080 -0.83286 0.88190  -0.586
N 0.29934 -0.54048 -0.57822  0.078
C -0.42895 -1.46403 -1.48854  -0.694
C 1.70196 -0.31138 -0.63564  -1.106
H 1.54929 0.75272 2.77159  0.235
H 1.44507 1.74632 1.43420  0.244
H -0.47011 1.26974 0.83935  0.408
H -1.13840 0.61034 2.19698  0.409
H -1.35867 -1.10072 0.89118  0.397
H 0.43314 -1.40343 1.46000  0.481
H -0.89064 -2.37310 -0.93013  0.327
H -1.14674 -0.80173 -2.05811  0.032
H 0.32038 -1.90859 -2.23881  0.296
H 2.42636 -1.10570 -1.11874  0.281
H 2.29374 -0.37823 0.39196  0.263
H 1.87105 0.66945 -1.06715  0.333
H -1.25335 0.67713 -1.14126  0.470
H -2.48813 0.48523 -2.17713  0.343
O -1.97289 1.18815 -1.57231  -0.747

Its SMILES is CN(C)CCN.O. Its HOMO energy is -8.7 eV. The energy relative to the best compared isomer or geometry (same formula, charge and spin) comes out at 92.5 kcal per mole.

---

| no. | DFT total energy (eV) |
| --- | --- |
| 1 | -9401.8171 |
| 2 | -9401.9683 |
| 3 | -9402.5740 |
| 4 | -9400.8063 |
| 5 | -9399.5963 |